{
  "formula": "C14H8AuBrN3O2S6",
  "method": "the ωB97M-V functional and the def2-TZVPD basis",
  "charge": -1,
  "spin_multiplicity": 1,
  "energy_ha": -5952.00801,
  "homo_ev": [-4.50, -4.62],
  "species": ["Au", "S", "C", "S", "C", "C", "S", "S", "S", "Br", "C", "C", "C", "C", "C", "N", "C", "O", "O", "H", "H", "H", "C", "C", "C", "C", "N", "C", "S", "N", "H", "H", "H", "H", "H"],
  "xyz": [[0.2054, 0.9828, 0.1277], [6.1304, 3.8812, -2.7082], [4.8425, 3.3995, -1.8105], [3.5301, 4.4467, -1.3905], [2.5474, 3.3131, -0.4787], [3.1455, 2.0539, -0.3167], [2.5259, 0.8051, 0.6167], [4.6360, 1.8018, -1.2076], [1.0205, 3.7659, 0.0142], [-2.1062, 2.2268, -2.4880], [-2.8882, 1.7071, -0.8482], [-4.2691, 1.7019, -0.7492], [-4.8254, 1.3813, 0.4779], [-3.9925, 1.1061, 1.5484], [-2.6218, 1.1318, 1.3519], [-2.0872, 1.4075, 0.1572], [-1.6639, 0.8807, 2.5303], [-2.1937, 0.5757, 3.5948], [-0.4311, 1.0233, 2.2808], [-4.8736, 1.9488, -1.6088], [-5.9016, 1.3629, 0.5946], [-4.3538, 0.8739, 2.5390], [0.8960, -3.5016, 1.8259], [0.9774, -3.2443, 0.3495], [1.3116, -4.2377, -0.5649], [1.3783, -3.8554, -1.8919], [1.1500, -2.6167, -2.3056], [0.8328, -1.7299, -1.3530], [0.5408, -0.0983, -1.9117], [0.7324, -2.0027, -0.0479], [0.6299, -4.5374, 2.0361], [0.1742, -2.8249, 2.2784], [1.8675, -3.2988, 2.2815], [1.5047, -5.2557, -0.2566], [1.6289, -4.5745, -2.6667]],
  "atomic_forces_ev_per_a": [[-0.113, -0.129, 0.310], [0.094, 0.032, -0.047], [-0.121, -0.016, 0.050], [0.013, -0.011, -0.021], [0.035, 0.022, -0.049], [0.049, 0.019, -0.005], [-0.032, -0.099, -0.050], [-0.023, -0.002, 0.043], [-0.001, 0.129, -0.017], [0.023, 0.005, -0.009], [-0.047, 0.010, -0.016], [-0.028, -0.006, -0.003], [0.028, 0.002, 0.019], [0.005, -0.003, -0.014], [0.021, 0.009, 0.072], [-0.023, 0.027, -0.097], [-0.053, -0.141, -0.040], [0.006, 0.065, 0.014], [0.088, 0.059, -0.080], [-0.001, 0.006, -0.001], [-0.003, 0.002, 0.002], [-0.001, -0.008, 0.006], [0.021, -0.001, -0.063], [-0.007, -0.067, 0.054], [-0.006, -0.021, 0.028], [-0.010, 0.024, -0.049], [-0.040, -0.018, -0.025], [0.133, 0.042, -0.010], [0.042, 0.013, -0.060], [-0.049, 0.066, 0.005], [-0.001, 0.003, 0.012], [-0.011, -0.009, 0.006], [0.003, 0.003, 0.012], [0.006, 0.001, 0.006], [0.003, -0.012, 0.017]]
}